120
Properties=species:S:1:pos:R:3:forces:R:3 method="wB97M-V/def2-TZVPD" de_lowest_kcal_mol=467.1 lumo_ev=-0.62 charge=0 homo_energy_ev=-10.238 orbital_gap_ev=9.618
O -4.520 -3.213 2.285 -2.8 1.7 2.5
O 2.810 -1.458 -0.144 0.2 2.0 2.7
O 0.728 4.300 0.922 -0.7 2.1 1.0
O -4.255 0.183 4.531 3.0 -3.6 3.9
O -1.194 1.411 -3.059 1.2 0.2 -0.2
O -2.553 -4.736 1.493 14.2 0.3 -5.3
O -3.345 1.381 -4.211 3.6 2.1 -2.7
O -3.557 -3.075 -0.521 0.1 3.2 1.0
O -0.622 -1.478 1.535 -0.2 0.8 -0.2
O 0.471 -5.534 3.220 -2.7 2.2 -2.4
O -0.039 2.513 5.569 5.9 1.2 -0.7
O 5.033 2.773 -0.981 -0.5 -2.0 0.4
O 1.678 -3.605 -1.229 -1.8 -2.9 2.9
O -5.526 0.894 -1.903 -0.6 3.2 -2.2
O 4.041 -3.396 -1.378 1.2 0.1 -0.9
O 3.165 3.861 4.128 1.4 -0.2 -1.8
O 4.315 2.105 -3.431 -5.6 1.4 1.0
O 4.008 0.705 5.021 0.1 -1.4 -0.2
O -3.829 2.404 2.369 -2.3 -3.4 3.7
O 1.920 1.849 -1.033 -3.3 2.4 3.0
O 0.567 -0.018 3.643 1.9 -3.8 -1.6
O -1.550 -3.320 -1.688 0.3 -1.6 5.0
O 0.570 -0.560 -4.425 4.0 1.0 5.0
O -5.493 0.471 2.232 -1.6 2.2 10.4
O 3.272 -3.710 1.442 -0.4 1.5 -2.6
O 0.064 4.592 3.798 -1.9 1.7 -0.6
O -1.458 0.552 -6.484 -0.8 -5.7 -2.7
O -3.113 0.119 0.934 0.8 -1.1 -3.1
O 1.929 2.661 -4.573 2.9 2.8 -0.7
O -2.484 -1.537 3.474 1.9 3.7 -0.3
O -3.914 -2.126 -4.373 -1.4 5.6 9.1
O 4.221 1.511 1.967 2.8 0.6 2.7
O -0.182 6.148 -2.723 -0.6 -1.4 0.6
O 2.115 -2.393 3.844 1.5 2.3 -0.1
O -1.359 -0.902 -0.900 1.9 -2.0 -1.9
O 1.614 4.061 -2.408 5.7 -2.6 8.4
O 5.106 -0.605 -2.694 1.1 -0.5 2.9
O -1.093 -2.371 -3.952 2.8 -2.4 2.0
O 0.848 -1.552 -2.068 0.5 -1.8 -4.7
O 1.169 1.323 1.233 -4.1 9.0 0.8
H 4.829 2.009 -0.370 0.2 1.1 -0.9
H -0.515 -1.599 -3.898 0.3 0.7 -0.3
H 0.369 3.477 5.602 -1.9 -2.2 0.4
H -3.786 -2.832 -3.833 0.4 -3.3 1.8
H -5.847 1.693 -2.519 0.4 -2.7 1.9
H -0.097 -4.663 3.310 1.5 -2.6 -0.1
H 2.857 3.193 -4.431 -3.3 -1.9 -0.9
H -0.712 -0.487 1.766 0.8 -1.9 -1.3
H 2.076 2.083 -3.848 0.1 -1.1 0.9
H -1.337 -3.156 -2.539 1.2 1.0 -5.6
H -1.254 -0.299 -5.993 -0.2 2.0 -0.8
H 1.161 4.508 1.784 -0.5 -0.7 -1.1
H -3.541 2.054 3.294 -0.9 0.7 -2.0
H 1.701 4.757 -1.713 -0.2 -0.6 -0.8
H 0.465 -2.451 -1.997 0.1 1.6 0.7
H 3.238 -3.850 -1.669 0.6 0.2 0.3
H 1.459 -4.047 -0.301 0.7 0.9 -2.8
H 3.136 0.606 4.598 0.4 -0.1 0.3
H 0.831 -1.077 -1.308 -0.6 1.7 3.7
H 4.593 -4.055 -0.975 0.4 -0.5 0.3
H 1.130 4.401 -3.008 -5.1 3.6 -7.1
H 4.893 -0.723 -3.614 0.4 -1.0 -0.3
H 3.239 4.572 3.473 -0.9 0.8 0.6
H 0.960 2.123 5.362 -3.8 0.8 0.9
H 0.418 0.363 4.487 -0.3 0.0 1.4
H 4.846 1.549 2.803 -1.3 -0.2 -2.6
H 1.147 3.601 0.466 1.0 -1.4 0.0
H -4.692 0.676 2.792 -1.7 -0.9 -1.6
H -3.341 -2.187 -0.105 -1.8 -1.1 1.0
H -2.845 0.036 1.819 -0.1 0.1 2.0
H 1.315 -4.140 -1.948 -0.2 -0.4 0.4
H -1.271 1.234 -5.949 1.1 3.7 3.3
H -3.549 -0.712 4.760 -2.6 3.9 -2.0
H -0.330 1.301 -2.710 2.1 0.1 -0.3
H -1.819 -2.129 -4.422 -3.6 1.2 -2.0
H -2.764 -2.400 3.534 -0.9 -3.2 -0.5
H 1.472 0.591 1.488 3.7 -9.4 3.6
H -2.769 -4.330 0.703 -0.9 1.5 -2.5
H -4.437 0.385 5.497 -0.1 0.2 -1.8
H -1.577 1.444 -2.214 -1.8 0.1 1.8
H 0.098 -5.820 2.299 1.0 0.5 2.5
H 5.660 -1.305 -2.185 -1.7 1.4 -2.4
H 2.306 -2.060 -0.616 -2.0 -2.2 -1.0
H 3.293 -1.191 -0.891 2.1 1.1 -1.3
H -3.229 -4.852 1.900 -12.9 -2.1 7.9
H -1.741 -0.158 -0.558 -1.9 2.9 1.9
H 3.441 -3.392 2.316 0.2 0.4 0.8
H 4.410 2.711 -2.694 0.0 0.0 0.6
H 0.411 3.737 3.908 0.9 -1.9 -0.1
H -0.883 -1.686 0.571 0.7 1.4 2.2
H -3.847 -2.256 -5.186 0.8 -2.3 -11.0
H 2.369 1.212 -1.438 3.3 -3.6 -2.9
H -0.443 5.192 -2.616 0.0 1.6 -0.2
H 1.878 2.681 -1.475 0.2 0.9 -1.5
H 3.469 1.193 2.446 -1.4 -0.3 -0.2
H -1.586 -4.254 -1.481 -0.1 -0.2 -0.2
H -1.769 -1.439 2.766 -1.0 -1.2 1.2
H 1.015 -1.035 3.694 -1.6 4.0 0.5
H -5.397 0.266 1.425 1.6 -2.3 -9.0
H -4.616 1.209 -1.837 0.2 -0.4 0.5
H 5.142 1.931 -3.661 5.7 -1.5 -1.6
H -3.168 2.965 2.189 3.9 3.5 -1.4
H 3.844 3.359 3.613 -0.6 -0.7 1.2
H 0.643 0.223 -3.758 -0.9 -1.2 -2.6
H 3.287 -2.871 0.809 0.3 -1.9 1.8
H 1.694 -2.976 4.402 -0.9 -1.9 4.1
H 4.320 -0.234 5.156 -0.5 1.5 -0.2
H -5.247 -2.664 2.859 2.7 -1.7 -2.6
H -2.493 1.641 -3.743 -1.8 -0.5 -1.7
H -2.874 -2.785 -1.169 -0.7 -2.2 -1.2
H -3.783 0.775 0.820 -0.4 0.9 0.7
H -3.891 1.156 -3.547 -3.3 -1.6 3.2
H -0.880 4.391 3.578 1.2 0.5 0.2
H -0.449 6.531 -1.873 0.1 0.0 -0.3
H -4.421 -2.783 1.425 -0.4 0.1 0.4
H 1.086 1.269 0.332 0.0 0.2 -3.3
H 5.293 3.456 -0.397 0.4 1.2 0.9
H -1.963 -1.620 -0.758 -0.1 0.1 -0.3
H 1.659 -2.817 3.168 -0.8 -0.7 -4.1
H 1.256 -1.033 -3.652 -2.5 0.6 -3.1



13
Properties=species:S:1:pos:R:3:forces:R:3 method="wB97M-V/def2-TZVPD" de_lowest_kcal_mol=12.1 lumo_ev=3.38 charge=-1 homo_energy_ev=-4.715 orbital_gap_ev=8.092
I 0.599 0.449 0.997 -0.1 0.1 0.0
O -1.838 1.644 -1.170 -0.6 -1.4 1.3
O -2.005 0.964 3.472 0.0 -1.3 0.6
O 1.121 -2.805 -0.033 0.6 -2.6 -0.6
O 2.191 -0.095 -2.125 1.7 0.2 -0.5
H 1.672 0.491 -1.596 -0.6 0.6 1.1
H 1.783 -3.057 -0.710 -0.6 0.7 0.7
H 1.565 -0.654 -2.537 -1.0 -0.9 -0.6
H -1.495 0.981 -0.502 -0.7 0.9 -0.5
H 0.969 -1.878 -0.052 0.1 1.7 -0.1
H -2.075 1.751 2.968 -0.1 1.3 -0.7
H -1.473 0.409 2.878 0.1 0.0 0.2
H -1.014 1.800 -1.591 1.2 0.6 -0.9



13
Properties=species:S:1:pos:R:3:forces:R:3 method="wB97M-V/def2-TZVPD" de_lowest_kcal_mol=107.9 lumo_ev=3.48 charge=-1 homo_energy_ev=-4.477 orbital_gap_ev=7.957
I -6.765 -1.748 12.761 -7.2 0.3 -3.7
O -4.504 -0.147 13.713 1.8 1.0 1.3
O -5.316 0.105 11.117 1.3 1.6 -1.4
O -6.603 -1.416 15.412 0.3 0.3 4.0
O -4.898 -3.556 12.235 2.9 -2.8 -1.2
H -5.286 -0.565 13.352 0.2 0.4 0.0
H -7.148 -2.181 15.594 -0.1 -0.1 -0.1
H -5.857 0.612 10.512 -0.1 0.1 -0.2
H -6.648 -1.309 14.462 -0.1 0.7 1.4
H -5.584 -3.024 12.638 0.9 -1.3 0.4
H -5.868 -0.636 11.369 -0.2 -0.3 -0.4
H -4.085 -3.093 12.440 0.2 0.1 0.1
H -3.777 -0.536 13.227 0.1 0.1 -0.2



13
Properties=species:S:1:pos:R:3:forces:R:3 method="wB97M-V/def2-TZVPD" de_lowest_kcal_mol=10.4 lumo_ev=-3.44 charge=+1 homo_energy_ev=-15.788 orbital_gap_ev=12.345
O 1.454 1.595 -0.385 -0.1 -0.2 0.1
O -1.636 -0.460 1.615 0.9 0.2 0.1
O -1.217 0.276 -1.231 0.1 0.1 0.1
O 1.278 -1.274 0.127 0.2 -0.1 0.1
Li 0.062 0.197 0.512 -0.4 0.1 -0.7
H -1.424 -0.231 -2.023 0.0 -0.1 0.1
H -2.577 -0.594 1.763 0.0 0.0 0.0
H 2.029 1.034 -0.919 0.0 0.1 0.0
H -1.185 -0.677 2.441 -0.5 -0.1 0.2
H 1.669 2.499 -0.638 -0.1 0.0 0.1
H -1.719 1.095 -1.319 0.0 0.0 -0.1
H 1.477 -1.689 -0.720 -0.1 0.0 0.0
H 1.789 -1.771 0.778 0.0 0.0 -0.1



18
Properties=species:S:1:pos:R:3:forces:R:3 method="wB97M-V/def2-TZVPD" de_lowest_kcal_mol=20.9 lumo_ev=4.05 charge=-2 homo_energy_ev=1.854 orbital_gap_ev=2.193
P -0.507 2.003 0.108 -1.6 3.2 0.4
O -0.124 0.816 -0.880 0.7 -0.6 0.0
O -1.966 2.416 -0.083 -1.0 -0.9 -0.6
O -0.634 -1.842 1.298 0.3 -0.5 0.2
O 1.891 -0.043 -2.187 2.2 -1.1 -1.2
O -2.071 -0.530 -1.873 -1.6 -1.9 -1.3
O -0.368 1.318 1.497 1.2 -1.3 1.3
O 2.085 -0.746 1.916 0.2 -0.1 -0.1
O 0.274 3.335 -0.003 1.2 -1.4 -0.2
Li 0.474 -0.210 0.765 -0.7 1.1 -0.5
H -1.135 -2.641 1.130 -0.2 0.0 -0.4
H -2.706 0.008 -2.345 -0.1 0.2 0.1
H -0.759 -1.673 2.232 -0.2 0.5 0.2
H -1.483 0.101 -1.459 1.6 1.3 1.0
H 1.589 -0.098 -3.094 -0.1 0.1 -0.1
H 2.584 -1.558 1.835 0.1 -0.2 -0.2
H 1.763 -0.750 2.818 -0.2 0.4 0.2
H 1.092 0.093 -1.676 -1.7 1.3 1.1



21
Properties=species:S:1:pos:R:3:forces:R:3 method="wB97M-V/def2-TZVPD" de_lowest_kcal_mol=0.0 lumo_ev=-0.33 charge=0 homo_energy_ev=-10.203 orbital_gap_ev=9.876
Zn 6.277 5.715 5.218 0.1 -0.3 0.0
O 6.151 7.310 3.903 0.1 0.3 -0.4
O 7.577 8.746 5.854 0.1 -0.9 -0.1
O 4.539 4.858 4.245 0.4 -0.1 -0.2
O 7.685 4.718 3.685 -1.8 0.0 0.1
O 6.360 3.828 6.235 2.1 1.3 0.4
O 7.425 7.951 7.842 0.3 -0.7 -0.7
O 3.381 3.597 5.576 0.4 -1.2 -0.1
O 4.940 6.711 6.424 1.4 0.8 1.2
O 2.846 5.647 5.363 0.1 -0.3 -0.6
O 7.895 6.587 6.177 -0.4 0.6 0.2
N 3.562 4.668 5.044 -0.7 1.6 1.0
N 7.641 7.787 6.647 -0.5 0.6 0.2
H 5.190 7.111 7.287 -0.3 -0.5 -0.7
H 6.958 3.232 5.765 -0.5 -0.1 0.0
H 5.315 7.747 3.700 -0.2 -0.4 0.0
H 6.640 7.982 4.410 0.6 0.3 0.2
H 4.012 6.466 6.377 -0.9 -0.1 -0.1
H 8.590 4.781 3.968 0.8 0.6 -0.3
H 7.455 5.270 2.914 0.8 -0.2 0.4
H 5.463 3.593 6.115 -1.9 -1.3 -0.4



12
Properties=species:S:1:pos:R:3:forces:R:3 method="wB97M-V/def2-TZVPD" de_lowest_kcal_mol=158.3 lumo_ev=-1.23 charge=0 homo_energy_ev=-7.259 orbital_gap_ev=6.032
Si -1.575 0.714 0.989 1.3 -0.8 0.0
Si 1.147 -0.386 0.119 -1.1 1.1 -0.1
N -0.763 -0.205 -0.100 0.7 -0.1 0.0
N -1.076 -0.336 -1.499 -1.5 -2.0 0.7
H 1.342 -1.466 1.089 0.3 0.1 1.3
H -1.170 0.367 2.364 -0.3 0.4 -0.1
H 1.299 -1.475 -0.925 0.0 -0.1 -0.6
H 1.332 0.949 1.105 -0.4 -0.9 0.5
H -0.498 0.345 -1.883 1.2 1.0 -1.5
H 1.420 0.725 -0.868 0.2 -0.1 -0.5
H -2.638 1.670 0.662 -0.1 -0.1 0.0
H -0.742 -1.291 -1.793 -0.3 1.5 0.4



12
Properties=species:S:1:pos:R:3:forces:R:3 method="wB97M-V/def2-TZVPD" de_lowest_kcal_mol=94.1 lumo_ev="-0.17 / -0.55" charge=0 homo_energy_ev="-7.504 / -6.924" orbital_gap_ev="7.330 / 6.375"
Si -1.301 0.020 -0.694 -0.9 0.5 0.2
Si 2.746 -0.085 0.007 -0.7 1.4 0.8
N -1.967 -1.254 0.296 0.2 2.2 -1.3
N -1.778 1.449 0.155 -1.0 -0.4 1.7
H -1.715 -1.262 1.241 0.5 0.1 1.5
H 2.526 -1.408 0.480 0.1 -1.1 0.1
H -2.324 1.610 1.034 0.8 -0.8 -1.3
H -1.989 0.281 -2.080 0.5 -0.8 0.7
H 3.667 0.694 0.851 0.0 -0.1 0.3
H -1.348 2.297 -0.080 0.7 1.2 -0.5
H 3.146 0.225 -1.317 0.3 -0.3 -1.3
H -2.214 -2.142 0.014 -0.5 -2.0 -0.9



18
Properties=species:S:1:pos:R:3:forces:R:3 method="wB97M-V/def2-TZVPD" de_lowest_kcal_mol=103.4 lumo_ev=1.75 charge=-1 homo_energy_ev=-3.723 orbital_gap_ev=5.475
S -1.567 0.054 1.353 -4.8 -1.4 1.9
Na 0.242 0.264 -0.289 -2.9 -0.4 -3.4
O -0.350 -0.998 -1.777 0.4 -1.5 -1.4
O -2.302 -1.177 1.752 1.3 0.4 0.1
O 1.789 0.953 0.207 5.0 2.9 0.2
O -0.094 -0.092 1.527 -10.2 7.2 1.7
O 1.472 -1.178 1.756 9.8 -6.1 1.4
O -1.825 0.261 -0.064 -0.6 0.1 -1.1
O -0.697 1.481 -1.854 0.4 1.6 -0.7
O -1.989 1.201 2.122 0.1 0.9 0.7
H 2.153 0.685 1.051 -0.1 -0.8 0.7
H 1.511 -1.850 1.075 0.4 -0.6 0.1
H -0.977 -1.709 -1.644 -0.5 -0.1 0.4
H 2.418 1.588 -0.134 0.2 0.3 0.0
H -1.072 0.819 -2.435 -0.2 -0.3 0.2
H 0.087 1.786 -2.311 0.2 0.3 -0.5
H 0.706 -0.651 1.529 1.2 -2.0 0.1
H 0.496 -1.438 -1.863 0.3 -0.5 -0.3



23
Properties=species:S:1:pos:R:3:forces:R:3 method="wB97M-V/def2-TZVPD" de_lowest_kcal_mol=33.7 lumo_ev="0.49 / 0.49" charge=-1 homo_energy_ev="-3.898 / -2.761" orbital_gap_ev="4.391 / 3.255" multiplicity=2
Zn -0.093 -0.009 0.623 -0.2 -0.1 -3.2
S 1.627 1.057 -2.114 2.3 -0.2 -1.0
S -1.148 -1.355 -2.068 0.8 -1.2 -4.7
O 2.621 2.181 -2.155 -0.9 -0.9 1.5
O 0.135 -1.833 -2.595 0.3 0.2 0.6
O 1.219 -1.544 1.018 0.7 -0.3 1.0
O -1.551 -0.102 -2.696 -0.2 1.2 -0.4
O 1.083 0.628 -0.793 1.3 1.0 1.2
O -1.037 -1.103 -0.645 -0.5 -0.1 4.8
O -1.378 -0.725 2.151 -0.2 0.2 0.8
O -2.133 -2.381 -2.338 -1.3 -0.7 0.7
O 0.832 1.096 2.051 0.2 0.4 1.1
O 0.507 1.587 -2.840 -2.4 1.2 -1.5
O -1.376 1.778 0.588 -0.3 0.0 0.4
O 2.234 -0.088 -2.766 0.2 -0.2 0.2
H -1.342 -0.557 3.093 0.0 0.1 0.3
H 1.354 -1.689 1.955 0.1 -0.1 0.3
H -2.082 1.876 1.227 -0.4 -0.1 0.0
H -1.862 -1.547 2.072 -0.2 -0.4 -0.7
H 1.746 1.212 2.309 0.6 0.0 -0.4
H -1.051 2.668 0.452 0.4 0.2 -0.5
H 1.362 -2.403 0.620 -0.2 -0.1 -0.9
H 0.333 1.255 2.852 -0.2 0.2 0.2